DFT (ωB97M-V/def2-TZVPD) results for a molecular structure, C16H30BiN4O4S.

Atoms and positions in Å:
1 Bi -0.93751 0.89031 0.00279
2 C 1.48881 -1.08379 -1.02619
3 C 1.01251 -0.27074 -2.20476
4 O 0.57381 1.03603 -1.74653
5 C 1.56017 2.10372 -1.55734
6 C 2.19345 2.06929 -0.18318
7 O 1.12483 1.99031 0.77956
8 C 1.50880 1.75144 2.14654
9 C 0.25391 1.33685 2.89770
10 O -0.51245 0.30319 2.18965
11 C -0.10451 -1.08433 2.33765
12 C 0.96388 -1.42455 1.32892
13 O 0.52061 -0.88514 0.04277
14 H 2.46636 -0.76955 -0.65996
15 H 1.51067 -2.14898 -1.26615
16 H 0.13194 -0.71603 -2.66800
17 H 1.78640 -0.16115 -2.96380
18 H 1.00192 3.02768 -1.70358
19 H 2.31365 2.02928 -2.34062
20 H 2.76665 2.98654 -0.03281
21 H 2.85805 1.21608 -0.03926
22 H 1.90445 2.66607 2.59304
23 H 2.29282 0.99316 2.17053
24 H -0.43795 2.17253 2.99815
25 H 0.49637 0.97269 3.89517
26 H -1.00791 -1.67905 2.17326
27 H 0.24547 -1.24868 3.35633
28 H 1.04574 -2.50816 1.22382
29 H 1.93423 -0.98539 1.55551
30 S -0.31626 -4.07298 -0.20236
31 C -0.23535 -5.78134 -0.35448
32 N 0.54661 -6.44801 -1.19365
33 C 0.32460 -7.89965 -1.13761
34 C -0.60175 -8.03520 0.09050
35 N -0.93177 -6.63468 0.38194
36 H 1.08668 -5.99192 -1.90743
37 H 1.26665 -8.42541 -1.00459
38 H -0.14702 -8.24633 -2.05613
39 H -0.09250 -8.48627 0.94081
40 H -1.50082 -8.60717 -0.12510
41 H -1.58346 -6.34037 1.08809
42 C -3.79927 -3.31805 -2.63262
43 C -3.55813 -2.11464 -1.80059
44 C -4.43857 -1.16460 -1.29550
45 C -3.68333 -0.30550 -0.51651
46 N -2.38172 -0.70868 -0.55095
47 N -2.32370 -1.79427 -1.38244
48 C -4.14648 0.88690 0.25349
49 H -4.86544 -3.49479 -2.74365
50 H -3.33767 -4.19573 -2.17771
51 H -3.36590 -3.18441 -3.62479
52 H -5.50252 -1.12070 -1.45722
53 H -1.60197 -2.51381 -1.23328
54 H -5.19312 0.75730 0.52444
55 H -4.09150 1.80433 -0.33887
56 H -3.60748 1.01850 1.19726

- LUMO energy (eV) = -9.9
- net charge = +3
- orbital gap (Eh) = 0.2420


DFT (ωB97M-V/def2-TZVPD) results for a single C4H5OP molecule.

Atoms and positions in Å:
1 O -0.38143 2.66056 -0.04177
2 C -0.07918 0.91410 -0.02992
3 P 1.68480 0.31763 0.01525
4 C 0.95497 -1.35384 -0.03638
5 C -0.37957 -1.36396 -0.30075
6 C -1.01703 -0.01815 -0.31774
7 H -1.31870 2.84320 0.15444
8 H 2.04012 0.64202 1.40158
9 H 1.37887 -2.29307 -0.25609
10 H -0.81412 -2.34090 -0.30515
11 H -2.06873 -0.00760 -0.28349

- LUMO energy (eV) = 0.2
- SMILES string = OC1=[PH]=CC=C1
- orbital gap (Eh) = 0.3408


DFT (ωB97M-V/def2-TZVPD) results for a single C5H6ClNO2 molecule.

Atoms and positions in Å:
1 C -2.58352 0.84893 1.47933
2 C -1.49201 0.13576 1.55632
3 C -0.13276 0.39462 0.32163
4 Cl 0.56790 1.99107 0.56411
5 C 0.20433 -0.58164 -0.51119
6 C 1.37416 -0.38928 -1.44638
7 N -1.09004 -0.83055 2.46448
8 O -1.83169 -0.91989 3.43480
9 O -0.13239 -1.53663 2.28440
10 H -3.41053 1.16092 2.21149
11 H -2.70718 1.42884 0.58561
12 H -0.03542 -1.66368 -0.56485
13 H 2.13968 -1.23228 -1.18710
14 H 1.09908 -0.57255 -2.41129
15 H 1.86463 0.67004 -1.34899

- LUMO energy (eV) = -0.8
- SMILES string = C=C(/C(Cl)=C/C)[N+](=O)[O-]
- orbital gap (Eh) = 0.3268


DFT (ωB97M-V/def2-TZVPD) results for a single C4H11NO2 molecule.

Atoms and positions in Å:
1 C -1.65494 -1.67375 0.79941
2 C -0.40635 -0.85759 0.99686
3 O 0.80611 -1.58868 1.02728
4 C -0.32617 0.14343 -0.16400
5 N 0.93066 0.90199 -0.18434
6 C 1.24432 2.04327 -1.03118
7 O 1.44836 1.73838 -2.38727
8 H -2.43247 -1.05784 0.33255
9 H -2.06112 -2.03606 1.74004
10 H -1.53565 -2.44878 0.04521
11 H -0.56455 -0.27091 1.91070
12 H 0.56357 -2.45699 1.36256
13 H -1.17141 0.82765 -0.32585
14 H -0.32789 -0.46887 -1.07530
15 H 1.11871 1.16701 0.77188
16 H 0.56276 2.88999 -0.90786
17 H 2.18308 2.37982 -0.56454
18 H 1.62298 0.76793 -2.34615

- LUMO energy (eV) = 0.9
- SMILES string = C[C@@H](O)CNCO
- orbital gap (Eh) = 0.3578


DFT (ωB97M-V/def2-TZVPD) results for a molecular structure, C10H11Br4I2N5O2Ru.

Atoms and positions in Å:
1 Ru -0.00435 -0.17373 0.02153
2 Br -3.94274 -4.51263 3.54217
3 C -2.76295 -3.16267 3.07929
4 C -1.89362 -2.59718 4.08928
5 Br -1.99729 -3.20515 5.83777
6 C -0.98263 -1.61765 3.76204
7 Br 0.19305 -0.83783 4.98865
8 C -0.91723 -1.16942 2.43904
9 O -0.03275 -0.30564 2.01896
10 C -1.82692 -1.70249 1.43305
11 O -1.69563 -1.22302 0.22074
12 C -2.72060 -2.71359 1.77277
13 Br -3.82658 -3.37273 0.41572
14 C -0.43824 -0.62295 -4.66240
15 N 0.90772 -0.36936 -4.12846
16 C 1.92583 -0.01228 -5.12726
17 C 1.06227 -0.27278 -2.81255
18 N 0.06811 -0.43248 -1.96179
19 N 2.34209 -0.01986 -2.34376
20 C 2.77789 0.21215 -1.05949
21 N 4.09461 0.36987 -0.92910
22 N 1.95553 0.29646 -0.04483
23 H -0.35470 -0.80167 -5.72888
24 H -1.09417 0.23486 -4.50385
25 H -0.87325 -1.51700 -4.21672
26 H 1.77700 -0.63815 -6.00203
27 H 2.94369 -0.19803 -4.79432
28 H 1.83162 1.03400 -5.41830
29 H -0.81942 -0.63450 -2.40118
30 H 3.06764 -0.05400 -3.03976
31 H 4.73277 0.31957 -1.70593
32 H 4.50503 0.52255 -0.02191
33 H 2.40998 0.50294 0.83812
34 I -0.76341 2.74307 -0.09522
35 I -3.01388 2.12371 1.17972

- LUMO energy (alpha / beta) (eV) = -7.4 / -8.6
- net charge = +2
- spin multiplicity = 5
- orbital gap (alpha / beta) (Eh) = 0.2384 / 0.1967


DFT (ωB97M-V/def2-TZVPD) results for a molecular structure, C18H18F4NO6S3.

Atoms and positions in Å:
1 C -4.07750 -1.12205 4.41558
2 C -3.83853 -0.42949 3.11556
3 O -2.78665 -1.16640 2.46224
4 C -2.13805 -0.40925 1.55399
5 C -0.81956 -1.01913 1.17026
6 F 0.09995 -0.08444 0.85679
7 S -0.10640 -1.97477 2.60228
8 C 1.62794 -2.25559 2.21182
9 C 2.07334 -3.55015 1.94122
10 C 3.44085 -3.80761 1.82444
11 C 4.35847 -2.76847 1.97550
12 C 3.91122 -1.46520 2.19888
13 C 2.54574 -1.21438 2.34772
14 O -0.08050 -1.06250 3.73405
15 O -0.75126 -3.26334 2.66994
16 O -2.58649 0.68851 1.21906
17 H -4.96478 -0.67867 4.84399
18 H -4.24778 -2.19408 4.33239
19 H -3.25106 -0.92631 5.09490
20 H -4.73539 -0.42533 2.47915
21 H -3.50724 0.60401 3.27307
22 H 1.34468 -4.34919 1.82604
23 H 3.77050 -4.82691 1.62400
24 H 5.42362 -2.97100 1.91831
25 H 4.60703 -0.63114 2.27240
26 H 2.19624 -0.21106 2.57407
27 C 1.07137 2.95758 -3.69638
28 N 1.23574 1.51603 -3.82772
29 S -0.22295 0.66020 -4.33193
30 C 0.02855 1.10881 -6.08401
31 F -0.06097 -0.04097 -6.82655
32 F -0.98557 1.95628 -6.45468
33 F 1.20858 1.72925 -6.34446
34 S 1.82992 0.61613 -2.52183
35 C 0.42956 1.09613 -1.51340
36 C 0.58567 2.13086 -0.58689
37 C -0.54412 2.83918 -0.16419
38 C -1.78174 2.57722 -0.74410
39 C -1.95287 1.42086 -1.49898
40 C -0.86336 0.59963 -1.77602
41 O 1.80338 -0.77367 -2.88985
42 O 3.03696 1.26505 -2.09104
43 H 0.11589 3.24492 -4.13644
44 H 1.09257 3.31009 -2.66212
45 H 1.88937 3.42095 -4.25052
46 H 1.58833 2.35612 -0.21757
47 H -0.43568 3.58566 0.62731
48 H -2.62815 3.22347 -0.53530
49 H -2.94593 1.13771 -1.85115
50 H -1.00295 -0.42357 -2.15980

- LUMO energy (eV) = 2.4
- net charge = -1
- orbital gap (Eh) = 0.2254


DFT (ωB97M-V/def2-TZVPD) results for a molecular structure, C4H5Br2O3.

Atoms and positions in Å:
1 C 1.06901 -0.80964 -1.28409
2 C -1.54215 0.05300 0.08310
3 C -0.15943 0.60018 0.62485
4 C 0.89092 -0.47282 0.55406
5 O 1.00374 -1.95824 -1.59581
6 O 1.21945 0.28414 -1.77004
7 O 0.19020 1.79000 -0.03199
8 Br 0.38036 -2.12170 1.55916
9 Br 2.63197 -0.03329 1.31028
10 H -2.17662 0.72028 0.56575
11 H -2.00249 -0.95766 0.15054
12 H -1.64072 0.34728 -0.94507
13 H -0.35659 1.01088 1.69537
14 H 0.49236 1.54758 -0.91611

- LUMO energy (eV) = 3.2
- net charge = -1
- orbital gap (Eh) = 0.2846


DFT (ωB97M-V/def2-TZVPD) results for a single C7H13N molecule.

Atoms and positions in Å:
1 C -3.98058 -0.01079 -1.70047
2 C -3.18215 -0.40604 -0.72966
3 C -1.75608 -0.81232 -0.90418
4 C -0.78566 -0.27179 -0.18219
5 C 0.66491 -0.60593 -0.41364
6 C 1.59467 -0.43696 0.79221
7 C 2.22860 0.93739 0.86866
8 N 3.08218 1.05970 2.04001
9 H -3.65849 0.06918 -2.73498
10 H -4.99688 0.31969 -1.55138
11 H -3.53007 -0.42301 0.29627
12 H -1.57969 -1.56035 -1.66280
13 H -1.01437 0.50628 0.54568
14 H 1.02680 0.06135 -1.20212
15 H 0.77236 -1.60651 -0.82296
16 H 1.12161 -0.68160 1.74489
17 H 2.40073 -1.16932 0.71838
18 H 2.72192 1.13056 -0.08968
19 H 1.45140 1.70457 0.95592
20 H 3.76255 0.30249 2.05896
21 H 3.65621 1.89344 1.97309

- LUMO energy (eV) = 1.1
- SMILES string = C=C/C=C/CCCN
- orbital gap (Eh) = 0.3697


DFT (ωB97M-V/def2-TZVPD) results for a molecular structure, C18H14N3O9RuS2.

Atoms and positions in Å:
1 Ru 0.03599 0.42106 -0.38038
2 O -0.80376 -3.57918 -1.51540
3 C -0.79211 -2.47405 -1.03013
4 N 0.23706 -1.79664 -0.42243
5 C 1.49155 -2.32519 -0.25369
6 O 1.90725 -3.42142 -0.54408
7 C 2.41161 -1.34155 0.44188
8 C 3.76828 -1.58435 0.50498
9 C 4.57943 -0.64917 1.11861
10 C 4.00436 0.48745 1.67064
11 C 2.63808 0.64529 1.57493
12 N 1.84589 -0.25588 0.97920
13 C -2.07076 -1.65947 -1.00275
14 C -3.18821 -2.07450 -1.69673
15 C -4.33018 -1.29804 -1.62908
16 C -4.32569 -0.14702 -0.85346
17 C -3.16888 0.19694 -0.18549
18 N -2.05813 -0.55053 -0.25391
19 H 4.15075 -2.49014 0.05663
20 H 5.65087 -0.79617 1.16032
21 H 4.60100 1.24767 2.15399
22 H 2.15931 1.52565 1.98473
23 H -3.12786 -2.98623 -2.27343
24 H -5.21812 -1.58447 -2.17737
25 H -5.19969 0.48368 -0.77380
26 H -3.11441 1.08183 0.43307
27 O 1.57489 -0.56836 -4.10449
28 S 1.09218 0.28308 -3.06739
29 O -0.31570 0.05645 -2.66113
30 O 1.88817 0.28427 -1.81662
31 C 1.19080 1.96505 -3.66705
32 C 1.70621 2.10701 -4.94664
33 C 1.87685 3.36681 -5.50470
34 C 1.53198 4.49408 -4.78629
35 C 1.01200 4.36977 -3.50651
36 C 0.83896 3.11635 -2.93525
37 S 0.15649 3.15521 -1.28680
38 O -1.05299 2.29083 -1.27602
39 O -0.09799 4.52760 -0.97118
40 O 1.12012 2.49206 -0.36770
41 H 1.97138 1.21105 -5.48949
42 H 2.28416 3.45855 -6.50302
43 H 1.66275 5.47845 -5.21642
44 H 0.72986 5.23982 -2.93302
45 O -0.89646 1.66206 1.56505
46 H -0.95932 2.51069 1.09996
47 H -0.19893 1.78477 2.22152

- LUMO energy (alpha / beta) (eV) = -0.2 / -2.0
- spin multiplicity = 6
- orbital gap (alpha / beta) (Eh) = 0.3274 / 0.2707


DFT (ωB97M-V/def2-TZVPD) results for a molecular structure, C2H2N2O2S2.

Atoms and positions in Å:
1 C 0.33461 -0.65874 -0.12167
2 C -0.50499 0.55297 -0.03230
3 N 1.59055 -0.37178 -0.14466
4 N -1.82162 0.29162 0.04939
5 O -0.46415 -1.91971 0.00881
6 O 0.07714 1.62968 -0.08437
7 S 3.28782 -0.69126 0.01723
8 S 2.29021 1.17105 0.02268
9 H -2.10933 -0.77427 0.03311
10 H -2.68024 0.77044 0.25178

- LUMO energy (eV) = -0.7
- orbital gap (Eh) = 0.3206


DFT (ωB97M-V/def2-TZVPD) results for a single C5H14N2 molecule.

Atoms and positions in Å:
1 C -2.53399 0.16213 -0.54718
2 C -1.19964 0.59227 0.02801
3 C -0.22078 -0.47806 0.44419
4 C -0.18770 -1.78733 -0.32005
5 N 1.11916 0.28108 0.15033
6 C 1.77441 1.03314 1.20400
7 N 1.79066 0.13936 -1.08613
8 H -3.12257 1.03377 -0.83697
9 H -3.12044 -0.39601 0.19161
10 H -2.43319 -0.46323 -1.43549
11 H -0.22054 1.06181 -0.65920
12 H -1.33626 1.33884 0.81262
13 H -0.23289 -0.62739 1.52625
14 H -1.11346 -2.33628 -0.15634
15 H 0.64571 -2.40643 0.01191
16 H -0.09067 -1.61125 -1.38832
17 H 1.85802 2.09265 0.92692
18 H 2.76817 0.62063 1.39534
19 H 1.21456 0.96938 2.13607
20 H 2.69763 -0.29198 -0.92521
21 H 1.94381 1.07288 -1.47237

- LUMO energy (eV) = 1.0
- SMILES string = CC[C@@H](C)N(C)N
- orbital gap (Eh) = 0.3191


DFT (ωB97M-V/def2-TZVPD) results for a gas-phase ion, C5H8N (charge +1).

Atoms and positions in Å:
1 C 1.73294 0.79565 1.13012
2 C 1.61445 -0.74054 0.61707
3 C -1.73131 -0.06205 -0.88445
4 C -2.77003 0.67141 -1.75778
5 C 0.64489 0.30160 0.32421
6 N -0.50930 0.65790 -0.22574
7 H 1.46579 1.01872 2.18102
8 H 2.52714 1.19464 0.51393
9 H 2.36451 -1.01808 -0.06419
10 H 1.49723 -1.52187 1.45821
11 H -2.42372 0.11287 0.03415
12 H -1.56720 -1.24295 -1.01778
13 H -3.51232 -0.17118 -1.76356
14 H -0.70770 1.59032 -0.15361

- LUMO energy (eV) = -5.2
- net charge = +1
- orbital gap (Eh) = 0.3226


What are the strongest force on any atom values for these records? In order: 0.49; 4.53; 6.75; 2.14; 0.47; 3.02; 3.19; 1.17; 0.95; 9.05; 4.35; 4.18 eV Å⁻¹.